(1)
Molecular formula: C3H6ClP
Method: DFT, wB97M-V/def2-TZVPD

Last column: Mulliken charge in e.
CARTESIAN COORDINATES (ANGSTROEM)
H (-3.1576, 1.0433, 0.6450)  0.02
P (-1.9171, 1.6581, -0.0296)  -0.12
C (-1.0077, 0.2485, -0.2199)  0.22
Cl (-1.6365, -1.2875, 0.1866)  -0.18
C (0.4816, 0.1112, -0.6392)  -0.32
C (1.3361, -0.4073, 0.4033)  -1.00
H (0.9104, 1.1401, -0.8905)  0.28
H (0.4955, -0.6131, -1.5037)  0.23
H (0.7476, -1.3830, 0.7630)  0.25
H (1.4768, 0.2002, 1.2823)  0.31
H (2.2707, -0.7105, 0.0027)  0.31

Forces on atoms 1 to 2 (eV/Å):
H 1.56 0.58 -1.02
P -0.68 -0.87 0.63

The calculation puts the orbital gap at 9.2 eV. The net charge is 0. The SMILES is [H]/P=C(\Cl)CC.

(2)
Molecular formula: C4H10NS
Method: DFT, wB97M-V/def2-TZVPD

Last column: Mulliken charge in e.
CARTESIAN COORDINATES (ANGSTROEM)
C (1.2410, -0.3419, -0.6632)  -0.15
C (-0.3528, -0.3651, 0.6180)  -0.22
C (2.1957, 0.7538, -0.4798)  -1.11
C (-2.9406, 0.3343, -0.0053)  -0.68
N (0.8981, -1.1752, 0.4656)  -0.22
S (-1.8382, -1.1177, 0.2474)  -0.02
H (0.7099, -0.5040, -1.4986)  0.53
H (-0.0901, 0.5396, 1.3054)  0.36
H (1.6452, 1.8516, -0.4407)  0.25
H (2.8392, 0.9273, -1.3699)  0.35
H (2.7002, 0.6766, 0.4281)  0.37
H (-3.9260, 0.0818, 0.5612)  0.32
H (-3.1167, 0.5947, -1.0398)  0.29
H (-2.3436, 1.1305, 0.5844)  0.23
H (0.7023, -2.1265, 0.1327)  0.35
H (1.6763, -1.2597, 1.1545)  0.36

Forces on atoms 1 to 2 (eV/Å):
C -1.18 1.84 3.63
C 4.17 2.21 0.34

The calculation puts the orbital gap at 8.1 eV. The net charge is +1.

(3)
Molecular formula: C3H4NO3
Method: DFT, wB97M-V/def2-TZVPD

Last column: Mulliken spin population.
CARTESIAN COORDINATES (ANGSTROEM)
C (1.0275, -0.9007, -0.1866)  0.01
C (-1.4126, -0.8865, -0.1340)  0.05
C (-0.1731, -0.2388, 0.1928)  0.21
N (-0.1320, 0.9511, 0.8581)  0.89
O (0.8321, 2.2302, -0.0259)  0.61
O (-2.5072, -0.3675, 0.0963)  0.13
O (2.1767, -0.6259, 0.0499)  0.11
H (0.6769, -1.6947, -0.8274)  0.03
H (-1.3120, -1.8434, -0.6432)  0.01
H (-0.8906, 1.5068, 0.9172)  -0.02
H (1.7144, 1.8695, -0.2974)  -0.03

Forces on atoms 1 to 2 (eV/Å):
C -1.73 0.33 -0.29
C -0.06 1.23 0.41

The calculation puts the orbital gap (spin up / spin down) at 6.1 / 7.7 eV. The net charge is -1. The spin multiplicity is 3.